No. 1
C5H10O2 | wB97M-V/def2-TZVPD

- 2S+1: 1
- Orbital gap: 10.386 eV
- HOMO energy: -9.45 eV

Geometry (Å):
C  2.034  1.721  -0.381
O  1.544  1.189  0.830
C  -0.342  -0.747  -0.370
C  -0.348  -1.660  0.842
O  -1.760  -1.937  0.673
C  -1.770  -1.162  -0.519
C  -1.457  0.267  -0.218
H  3.064  1.372  -0.495
H  1.460  1.373  -1.254
H  2.035  2.821  -0.387
H  0.453  -0.661  -1.103
H  -0.120  -1.209  1.815
H  0.238  -2.574  0.704
H  -2.343  -1.521  -1.369
H  -1.569  0.970  -1.040
H  -1.720  0.652  0.767
H  0.580  1.248  0.801



No. 2
C7H16N2O3S | wB97M-V/def2-TZVPD

- 2S+1: 1
- Orbital gap (spin up / spin down): 6.311 / 6.309 eV
- HOMO energy (spin up / spin down): -6.85 / -6.85 eV

Geometry (Å):
C  1.706  1.562  0.406
C  -2.590  0.722  0.494
C  -1.949  -1.746  0.876
C  -1.725  -0.739  -1.432
C  1.728  -1.443  -1.152
C  -0.276  0.048  0.591
C  -1.654  -0.445  0.093
N  1.764  2.967  0.223
N  0.404  1.068  0.104
O  2.611  -0.976  1.266
O  4.345  -0.985  -0.524
O  2.588  0.927  -0.452
S  2.967  -0.791  -0.142
H  2.020  1.174  1.452
H  -2.177  0.899  1.540
H  -2.374  1.549  -0.149
H  -3.617  0.516  0.298
H  -1.916  -1.587  1.983
H  -2.990  -1.958  0.538
H  -1.087  -2.413  0.675
H  -0.781  -1.261  -1.602
H  -2.446  -1.492  -1.610
H  -2.006  0.104  -1.958
H  1.264  -1.026  -2.008
H  1.190  -2.283  -0.619
H  0.268  -0.491  1.444
H  2.394  3.159  -0.596
H  2.268  3.411  1.002
H  0.070  1.531  -0.740



No. 3
C6H7BrN2 | wB97M-V/def2-TZVPD

- 2S+1: 1
- Orbital gap (spin up / spin down): 8.278 / 8.553 eV
- HOMO energy (spin up / spin down): -8.18 / -8.25 eV

Geometry (Å):
C  -0.743  -1.617  1.765
C  -0.103  -2.173  0.720
C  -1.268  -0.318  1.768
C  0.228  -1.324  -0.352
C  -0.982  0.520  0.675
C  -0.100  -0.029  -0.192
N  0.827  2.484  -1.567
N  0.627  1.394  -2.320
Br  2.082  0.438  -2.853
H  -0.938  -2.273  2.621
H  0.067  -3.218  0.764
H  -1.756  0.223  2.611
H  0.977  -1.708  -1.142
H  -1.138  1.658  0.681
H  1.826  2.572  -1.282
H  0.394  3.373  -1.896



No. 4
C65H158N18O17 | wB97M-V/def2-TZVPD

- 2S+1: 1
- Orbital gap: 8.368 eV
- HOMO energy: -8.36 eV

Geometry (Å):
C  -6.632  -1.179  3.315
O  -6.241  -2.344  2.600
H  -6.111  -1.261  4.252
H  -6.255  -0.252  2.870
H  -7.677  -1.101  3.454
H  -6.248  -2.125  1.672
C  1.956  -6.436  4.746
O  2.684  -5.308  4.359
H  2.069  -6.633  5.829
H  0.888  -6.356  4.415
H  2.401  -7.304  4.263
H  2.347  -4.550  4.830
C  -3.102  -0.708  4.373
O  -2.334  -1.950  4.487
H  -3.067  -0.151  5.273
H  -2.761  -0.126  3.515
H  -4.126  -1.021  4.166
H  -1.443  -1.662  4.192
C  -5.524  1.910  0.259
O  -4.751  0.702  0.021
H  -6.363  1.898  -0.460
H  -5.945  1.944  1.281
H  -4.858  2.791  0.133
H  -4.067  0.835  -0.651
C  -1.971  -4.245  -4.638
O  -1.720  -4.036  -3.248
H  -2.154  -5.311  -4.911
H  -2.870  -3.591  -4.881
H  -1.092  -3.838  -5.137
H  -2.005  -4.803  -2.724
C  -1.206  4.829  1.905
C  -2.580  4.271  1.631
C  -3.680  5.104  2.363
C  -3.855  6.479  1.768
C  -4.214  6.372  0.275
C  -3.122  5.506  -0.488
N  -2.910  4.261  0.229
O  -1.799  3.616  -0.428
C  -3.714  5.132  -1.827
C  -1.894  6.308  -0.734
C  -2.691  2.827  2.212
H  -0.498  4.198  1.339
H  -0.844  4.774  2.942
H  -1.118  5.906  1.626
H  -4.590  4.449  2.381
H  -3.389  5.078  3.395
H  -2.865  6.897  1.876
H  -4.503  7.102  2.396
H  -4.448  7.376  -0.102
H  -5.173  5.722  0.242
H  -3.878  6.067  -2.354
H  -3.044  4.501  -2.377
H  -4.678  4.641  -1.666
H  -1.769  6.559  -1.806
H  -1.932  7.158  -0.065
H  -1.059  5.723  -0.445
H  -1.752  2.314  1.826
H  -3.679  2.463  1.970
H  -2.604  2.957  3.279
H  -2.201  2.767  -0.759
C  -7.082  -4.128  -0.744
C  -6.556  -3.072  -1.644
C  -7.023  -3.339  -3.114
C  -8.471  -3.109  -3.313
C  -8.956  -1.747  -2.697
C  -8.541  -1.357  -1.296
N  -7.059  -1.710  -1.289
O  -6.513  -1.393  -0.041
C  -8.593  0.164  -1.273
C  -9.427  -2.003  -0.201
C  -5.022  -3.062  -1.694
H  -6.774  -3.954  0.341
H  -6.645  -5.081  -1.128
H  -8.152  -4.048  -0.802
H  -6.478  -2.638  -3.775
H  -6.747  -4.353  -3.393
H  -9.023  -3.994  -2.976
H  -8.661  -3.080  -4.440
H  -10.029  -1.683  -2.758
H  -8.498  -1.061  -3.397
H  -9.563  0.578  -1.693
H  -8.257  0.546  -0.307
H  -7.827  0.513  -1.987
H  -8.821  -2.232  0.654
H  -10.270  -1.278  0.095
H  -9.894  -2.829  -0.738
H  -4.544  -2.843  -0.743
H  -4.610  -2.341  -2.443
H  -4.707  -4.079  -1.988
H  -5.908  -0.623  -0.167
C  5.472  -1.888  -3.254
C  6.339  -2.939  -2.538
C  7.560  -3.268  -3.313
C  8.575  -2.144  -3.341
C  9.012  -1.746  -1.921
C  7.810  -1.323  -1.096
N  6.770  -2.415  -1.220
O  5.621  -1.939  -0.521
C  8.286  -1.345  0.355
C  7.314  0.103  -1.448
C  5.465  -4.168  -2.124
H  4.615  -1.522  -2.735
H  5.062  -2.342  -4.178
H  6.089  -1.033  -3.629
H  8.042  -4.208  -2.918
H  7.321  -3.498  -4.381
H  8.168  -1.251  -3.864
H  9.396  -2.560  -3.983
H  9.699  -0.861  -1.891
H  9.386  -2.719  -1.561
H  7.547  -0.923  1.019
H  8.467  -2.335  0.766
H  9.194  -0.739  0.501
H  8.048  0.877  -1.101
H  7.132  0.186  -2.525
H  6.391  0.325  -0.867
H  4.981  -4.485  -3.073
H  4.754  -3.787  -1.496
H  6.058  -4.986  -1.753
H  5.339  -2.597  0.134
C  3.326  1.155  6.284
C  4.634  0.789  5.500
C  4.733  -0.762  5.453
C  5.922  -1.159  4.601
C  5.749  -0.529  3.185
C  5.588  0.983  3.216
N  4.500  1.259  4.119
O  4.238  2.667  4.123
C  6.974  1.687  3.440
C  5.131  1.574  1.864
C  5.931  1.366  6.312
H  3.307  0.721  7.269
H  2.546  0.692  5.689
H  3.245  2.226  6.408
H  4.735  -1.130  6.491
H  3.857  -1.194  4.980
H  5.934  -2.273  4.568
H  6.829  -0.842  5.009
H  4.917  -0.963  2.610
H  6.517  -0.821  2.451
H  6.803  2.751  3.625
H  7.458  1.378  4.367
H  7.542  1.530  2.516
H  5.073  2.646  1.919
H  5.776  1.282  0.971
H  4.143  1.190  1.844
H  5.886  2.471  6.315
H  6.849  0.916  5.910
H  5.682  0.900  7.234
H  5.049  3.162  4.356
C  -1.981  -2.508  0.917
C  -1.210  -1.633  -0.107
C  -1.097  -0.235  0.525
C  -0.027  0.594  -0.072
C  1.330  -0.057  -0.125
C  1.251  -1.363  -0.942
N  0.149  -2.170  -0.324
O  -0.023  -3.393  -0.914
C  1.188  -0.991  -2.456
C  2.518  -2.179  -0.777
C  -2.027  -1.430  -1.401
H  -2.540  -3.366  0.587
H  -2.622  -1.845  1.504
H  -1.282  -2.920  1.677
H  -2.120  0.166  0.525
H  -0.780  -0.419  1.599
H  0.090  1.574  0.467
H  -0.279  0.857  -1.123
H  1.787  -0.349  0.812
H  2.050  0.647  -0.672
H  0.921  -1.925  -2.969
H  0.341  -0.325  -2.697
H  2.136  -0.714  -2.883
H  2.597  -3.026  -1.420
H  3.330  -1.510  -0.994
H  2.653  -2.463  0.255
H  -1.484  -0.876  -2.144
H  -2.854  -0.809  -1.213
H  -2.436  -2.383  -1.858
H  -0.649  -3.408  -1.617
C  1.874  2.797  -3.253
C  1.901  4.366  -3.205
C  1.129  4.909  -1.954
C  1.849  4.684  -0.662
C  3.237  5.310  -0.823
C  4.058  4.894  -2.014
N  3.293  5.053  -3.266
O  3.898  4.583  -4.394
C  5.220  5.854  -2.138
C  4.670  3.528  -1.848
C  1.216  4.873  -4.427
H  1.895  2.270  -2.271
H  2.642  2.363  -3.819
H  0.918  2.589  -3.716
H  0.989  5.948  -2.151
H  0.125  4.513  -1.913
H  1.965  3.603  -0.442
H  1.313  5.124  0.134
H  3.846  5.229  0.093
H  3.120  6.390  -1.004
H  4.872  6.781  -2.563
H  5.747  5.924  -1.148
H  5.974  5.460  -2.839
H  5.213  3.253  -2.773
H  5.431  3.674  -1.071
H  4.118  2.661  -1.503
H  0.125  4.689  -4.422
H  1.735  4.442  -5.322
H  1.426  5.962  -4.477
H  3.850  3.572  -4.373
C  -2.192  -6.597  -0.764
O  -2.371  -6.126  -1.917
N  -1.232  -6.032  0.038
N  -2.998  -7.534  -0.185
H  -1.272  -6.049  1.052
H  -0.653  -5.261  -0.265
H  -3.051  -7.424  0.853
H  -3.924  -7.686  -0.683
C  -0.510  0.682  -6.854
O  -0.607  0.232  -5.700
N  0.294  0.180  -7.807
N  -1.205  1.800  -7.374
H  0.609  0.855  -8.505
H  0.726  -0.715  -7.578
H  -1.969  2.155  -6.787
H  -1.344  1.778  -8.376
C  -3.261  -5.543  2.671
O  -2.919  -6.725  2.528
N  -2.680  -4.816  3.694
N  -4.140  -4.909  1.843
H  -2.615  -3.796  3.794
H  -1.847  -5.336  4.001
H  -4.446  -4.046  2.308
H  -4.890  -5.431  1.473
C  1.446  -2.383  3.600
O  1.822  -2.751  4.760
N  0.815  -1.175  3.488
N  1.742  -3.094  2.478
H  0.695  -0.653  2.605
H  0.386  -0.746  4.311
H  1.204  -2.838  1.638
H  2.017  -4.025  2.776
C  -2.910  1.271  -3.015
O  -3.411  1.665  -1.943
N  -3.468  0.259  -3.726
N  -1.737  1.745  -3.438
H  -4.293  -0.157  -3.387
H  -2.923  -0.184  -4.444
H  -1.215  1.326  -4.210
H  -1.206  2.459  -3.024
C  0.058  2.125  4.803
O  -0.332  1.001  5.070
N  -0.341  3.235  5.509
N  0.781  2.356  3.690
H  -1.125  3.029  6.160
H  -0.122  4.166  5.320
H  1.342  1.563  3.334
H  1.220  3.259  3.602



No. 5
C11H12Cl2InO4S2 | wB97M-V/def2-TZVPD

- 2S+1: 1
- Total charge: -1
- Orbital gap: 7.091 eV
- HOMO energy: -4.30 eV

Geometry (Å):
In  0.296  -1.145  -0.421
C  1.154  2.387  -3.330
C  1.204  1.143  -2.473
S  -0.342  0.829  -1.667
C  2.313  0.393  -2.386
C  3.573  0.734  -3.136
S  2.519  -1.083  -1.427
H  0.172  2.852  -3.268
H  1.345  2.162  -4.382
H  1.890  3.128  -3.010
H  3.462  1.611  -3.771
H  3.878  -0.106  -3.764
H  4.396  0.920  -2.440
O  -2.192  -1.964  -0.958
Cl  -1.690  -3.329  -0.894
O  -1.622  -3.755  0.468
O  -2.467  -4.212  -1.689
O  -0.304  -3.246  -1.436
Cl  -1.807  -2.498  3.621
C  -1.686  -0.800  3.232
C  -2.622  0.043  3.814
C  -2.557  1.406  3.587
C  -1.549  1.910  2.775
C  -0.634  1.054  2.196
C  -0.672  -0.331  2.399
C  0.340  -1.198  1.739
H  -3.390  -0.383  4.443
H  -3.287  2.064  4.040
H  -1.484  2.973  2.580
H  0.124  1.455  1.533
H  0.301  -2.220  2.105
H  1.339  -0.793  1.921



No. 6
C32H27CoIN2O2Si | wB97M-V/def2-TZVPD

- 2S+1: 4
- Orbital gap (spin up / spin down): 6.591 / 7.487 eV
- HOMO energy (spin up / spin down): -7.20 / -8.10 eV

Geometry (Å):
Co  0.628  -0.516  0.135
C  4.918  1.039  0.502
C  3.770  1.988  0.671
N  4.009  3.273  0.615
C  2.982  4.144  0.728
C  1.694  3.759  0.971
C  0.594  4.786  1.010
O  -0.459  4.483  0.098
C  1.406  2.373  1.056
C  0.052  1.993  1.370
N  -0.489  0.848  1.141
C  -1.853  0.636  1.471
C  -2.772  1.679  1.584
C  -4.102  1.434  1.875
C  -4.556  0.134  2.042
C  -3.668  -0.920  1.899
C  -2.338  -0.661  1.612
I  -1.089  -2.329  1.345
C  2.444  1.453  0.833
O  2.290  0.161  0.772
H  5.831  1.513  0.857
H  5.053  0.800  -0.556
H  4.741  0.105  1.029
H  3.230  5.194  0.613
H  1.020  5.773  0.809
H  0.122  4.836  1.995
H  -0.070  4.296  -0.769
H  -0.544  2.758  1.861
H  -2.457  2.698  1.391
H  -4.789  2.266  1.949
H  -5.596  -0.065  2.259
H  -4.012  -1.941  1.996
C  2.016  -3.486  -5.242
C  2.295  -3.601  -3.890
C  1.731  -2.707  -2.988
C  0.879  -1.687  -3.414
C  0.614  -1.588  -4.784
C  1.173  -2.475  -5.691
Si  0.098  -0.487  -2.190
C  0.561  1.278  -2.729
C  -0.300  2.154  -3.398
C  0.073  3.466  -3.673
C  1.326  3.930  -3.292
C  2.210  3.071  -2.650
C  1.824  1.766  -2.376
C  -1.779  -0.709  -2.364
C  -2.670  0.211  -1.796
C  -4.042  0.006  -1.819
C  -4.561  -1.144  -2.398
C  -3.700  -2.080  -2.950
C  -2.328  -1.862  -2.932
H  2.454  -4.180  -5.948
H  2.954  -4.385  -3.538
H  1.958  -2.800  -1.931
H  -0.042  -0.804  -5.147
H  0.955  -2.381  -6.747
H  -1.273  1.807  -3.722
H  -0.610  4.123  -4.197
H  1.618  4.951  -3.507
H  3.192  3.418  -2.353
H  2.524  1.107  -1.870
H  -2.283  1.108  -1.325
H  -4.706  0.740  -1.380
H  -5.632  -1.309  -2.416
H  -4.098  -2.980  -3.403
H  -1.671  -2.601  -3.377